{"formula": "C24H35F3FeN2O3P2S", "method": "ωB97M-V with the def2-TZVPD basis set", "spin_multiplicity": 2, "e_homo_ev": [-11.296, -11.300], "charge": 1, "orbital_gap_ha": [0.30711, 0.30804], "de_lowest_ev": 0.028, "s_squared": 0.7799, "fmax_ev_per_a": 1.0, "symbols": ["Fe", "C", "P", "C", "C", "C", "P", "C", "C", "H", "H", "H", "H", "H", "H", "H", "H", "H", "H", "H", "H", "H", "H", "H", "H", "O", "C", "C", "O", "O", "C", "C", "C", "C", "C", "C", "C", "C", "C", "C", "C", "C", "H", "H", "H", "H", "H", "H", "H", "H", "H", "H", "H", "C", "N", "C", "S", "N", "C", "H", "H", "H", "H", "H", "H", "H", "H", "F", "C", "F", "F"], "coordinates": [[0.32781, -0.30418, 1.09144], [-0.64654, -0.83823, 4.45752], [0.49074, -0.01337, 3.31169], [0.40623, 1.73755, 3.76893], [2.16130, -0.54272, 3.85122], [3.14281, -0.08681, 2.76831], [2.57885, -0.80883, 1.18436], [3.17639, -2.52578, 1.26778], [3.65762, -0.09248, -0.08178], [-0.32087, -0.66457, 5.48387], [-0.66993, -1.90875, 4.25901], [-1.64761, -0.41819, 4.35601], [0.74892, 1.87528, 4.79484], [-0.62359, 2.08203, 3.67638], [1.01535, 2.32043, 3.08049], [2.15896, -1.63291, 3.93126], [2.40268, -0.13628, 4.83421], [4.16766, -0.39814, 2.97711], [3.12831, 1.00002, 2.66134], [4.24631, -2.51355, 1.48072], [3.00871, -3.02576, 0.31543], [2.65594, -3.09001, 2.03868], [4.69232, -0.23355, 0.23618], [3.45727, 0.96877, -0.19523], [3.52166, -0.58999, -1.04277], [0.28304, -0.29274, -0.96948], [0.39903, 1.04367, -1.54388], [0.69097, 2.02716, -0.36858], [0.64499, 3.21846, -0.55505], [1.06213, 1.46272, 0.75037], [1.57531, 1.03718, -2.52678], [2.50745, 2.06459, -2.60219], [3.56486, 1.98013, -3.49858], [3.70380, 0.87693, -4.32644], [2.76042, -0.13899, -4.27577], [1.69575, -0.05216, -3.39195], [-0.87883, 1.33594, -2.32236], [-1.15819, 2.62476, -2.76825], [-2.27639, 2.86446, -3.55195], [-3.11037, 1.82230, -3.93168], [-2.81452, 0.53238, -3.52064], [-1.70653, 0.28886, -2.71571], [0.98170, -0.84091, -1.34944], [2.41097, 2.93342, -1.96585], [4.28509, 2.78619, -3.54571], [4.53146, 0.81652, -5.02014], [2.83910, -0.99041, -4.93866], [0.93504, -0.82654, -3.41023], [-0.50877, 3.43996, -2.48671], [-2.48943, 3.87342, -3.87893], [-3.97038, 2.01187, -4.55995], [-3.43301, -0.29567, -3.84682], [-1.48328, -0.72234, -2.40160], [-4.62212, -1.90357, 2.15359], [-3.54991, -0.92907, 1.99364], [-3.11788, -0.27309, 0.92570], [-1.78720, 0.84543, 1.11834], [-3.65882, -0.34098, -0.27815], [-4.79574, -1.10592, -0.77699], [-4.79903, -2.01763, 3.21971], [-4.34276, -2.87490, 1.74611], [-5.54534, -1.55784, 1.70059], [-2.99530, -0.74068, 2.81043], [-3.20605, 0.26324, -0.95272], [-4.75303, -2.14002, -0.45202], [-4.73414, -1.09403, -1.86209], [-5.74429, -0.65748, -0.48408], [0.27043, -2.95448, 2.17350], [-0.07226, -2.22023, 1.06583], [-1.39575, -2.50174, 0.88328], [0.57048, -2.83817, 0.03126]], "lowdin_spin": [1.095, -0.002, -0.029, -0.004, -0.005, -0.004, -0.029, -0.005, -0.004, -0.001, 0.000, 0.000, -0.001, 0.000, 0.000, 0.000, -0.001, -0.001, 0.000, -0.001, 0.000, 0.000, -0.001, 0.000, 0.000, -0.005, 0.001, 0.003, 0.005, 0.030, 0.000, 0.000, 0.000, 0.000, 0.000, 0.000, 0.000, 0.000, 0.000, 0.000, 0.000, 0.000, 0.000, 0.000, 0.000, 0.000, 0.000, 0.000, 0.000, 0.000, 0.000, 0.000, 0.000, 0.000, -0.001, -0.001, -0.014, -0.002, 0.000, 0.000, 0.000, 0.000, 0.000, 0.000, 0.000, 0.000, 0.000, -0.001, -0.017, 0.003, -0.006]}